{
  "formula": "C18H32ClN4O6S2",
  "method": "the ωB97M-V functional and the def2-TZVPD basis",
  "symbols": ["C", "C", "C", "C", "C", "N", "C", "S", "C", "C", "O", "O", "C", "C", "C", "O", "C", "O", "C", "S", "N", "N", "C", "C", "Cl", "C", "C", "H", "H", "H", "H", "H", "H", "H", "H", "H", "H", "H", "H", "H", "H", "H", "H", "H", "H", "H", "H", "H", "H", "H", "H", "H", "H", "H", "H", "H", "C", "N", "O", "O", "H", "H", "H"],
  "xyz": [[0.211, 1.723, 2.596], [1.218, 2.085, 1.428], [0.684, 1.641, -0.015], [1.635, 0.483, -0.506], [1.309, -0.803, 0.337], [1.636, 0.267, -1.974], [0.753, -0.444, -2.813], [-0.758, -1.319, -2.357], [-0.351, -2.917, -1.525], [-1.349, -3.057, -0.312], [-0.914, -3.206, 0.794], [-2.724, -2.973, -0.471], [-3.234, -1.693, -0.052], [-4.818, -1.647, -0.161], [-5.427, -1.901, 1.272], [-5.138, -0.287, -0.534], [-6.391, -0.191, -1.132], [-6.645, -0.609, -2.218], [-7.513, 0.564, -0.316], [-7.660, 2.324, -0.848], [1.114, -0.422, -4.109], [2.232, 0.339, -4.067], [2.582, 0.776, -2.837], [3.809, 1.683, -2.569], [4.433, 2.316, -4.154], [4.925, 1.043, -1.672], [5.701, 2.252, -0.973], [0.826, 1.464, 3.495], [-0.354, 0.799, 2.301], [-0.491, 2.565, 2.820], [2.172, 1.554, 1.671], [1.435, 3.184, 1.377], [-0.349, 1.222, 0.132], [0.690, 2.483, -0.748], [2.682, 0.780, -0.231], [1.527, -0.638, 1.423], [1.863, -1.702, -0.021], [0.196, -0.934, 0.288], [-0.525, -3.771, -2.237], [0.702, -3.013, -1.187], [-2.974, -1.421, 1.000], [-2.875, -0.841, -0.693], [-5.140, -2.406, -0.918], [-6.502, -1.596, 1.254], [-4.869, -1.247, 1.990], [-5.362, -2.976, 1.585], [-7.141, 0.570, 0.744], [-8.452, -0.019, -0.434], [-8.738, 2.822, -0.147], [2.684, 0.527, -4.962], [3.419, 2.579, -2.012], [5.709, 0.496, -2.256], [4.508, 0.347, -0.907], [5.565, 3.134, -1.658], [5.229, 2.556, -0.006], [6.787, 2.031, -0.859], [4.247, -0.882, 4.640], [3.840, -0.364, 3.307], [4.645, -0.446, 2.399], [2.721, 0.112, 3.215], [5.258, -1.271, 4.569], [4.200, -0.053, 5.342], [3.548, -1.670, 4.912]],
  "nbo_charge": [-0.62, -0.42, -0.42, -0.04, -0.63, -0.33, 0.21, 0.29, -0.63, 0.80, -0.52, -0.54, -0.09, 0.08, -0.64, -0.56, 0.81, -0.52, -0.63, -0.04, -0.19, -0.31, 0.44, -0.24, 0.00, -0.43, -0.61, 0.23, 0.20, 0.22, 0.22, 0.22, 0.22, 0.22, 0.23, 0.27, 0.22, 0.22, 0.27, 0.26, 0.19, 0.20, 0.22, 0.22, 0.21, 0.23, 0.23, 0.25, 0.15, 0.46, 0.26, 0.25, 0.23, 0.21, 0.22, 0.24, -0.49, 0.55, -0.37, -0.40, 0.24, 0.25, 0.24],
  "total_energy_ev": -71612.183,
  "orbital_gap_ev": 7.92,
  "lumo_ev": -2.9,
  "total_charge": 1
}

{
  "formula": "C18H32N4O5S",
  "method": "the ωB97M-V functional and the def2-TZVPD basis",
  "symbols": ["C", "C", "O", "C", "O", "N", "C", "C", "C", "N", "C", "O", "C", "C", "C", "N", "S", "O", "O", "N", "C", "C", "C", "C", "C", "C", "C", "C", "H", "H", "H", "H", "H", "H", "H", "H", "H", "H", "H", "H", "H", "H", "H", "H", "H", "H", "H", "H", "H", "H", "H", "H", "H", "H", "H", "H", "H", "H", "H", "H"],
  "xyz": [[-0.026, -3.082, -0.156], [-1.407, -3.607, 0.209], [-2.313, -2.583, 0.616], [-2.793, -1.783, -0.365], [-2.415, -1.815, -1.515], [-3.761, -0.953, 0.080], [-4.233, -0.879, 1.441], [-3.807, 0.449, 2.096], [-3.622, 1.535, 1.031], [-2.263, 1.482, 0.522], [-1.787, 2.338, -0.400], [-2.431, 3.272, -0.836], [-0.337, 2.096, -0.817], [0.587, 2.748, 0.221], [2.045, 2.559, -0.190], [2.376, 1.155, -0.349], [2.566, 0.328, 1.113], [2.810, 1.298, 2.131], [1.509, -0.621, 1.317], [3.964, -0.543, 0.958], [3.954, -1.730, 0.125], [4.698, -1.370, -1.179], [5.230, 0.053, -0.949], [5.120, 0.238, 0.568], [1.526, 0.499, -1.327], [0.040, 0.624, -0.987], [-4.636, 1.326, -0.101], [-4.341, 0.015, -0.832], [-0.086, -2.511, -1.079], [0.366, -2.444, 0.634], [0.646, -3.924, -0.303], [-1.356, -4.274, 1.072], [-1.841, -4.141, -0.645], [-3.845, -1.729, 1.999], [-5.327, -0.948, 1.418], [-4.569, 0.758, 2.811], [-2.872, 0.321, 2.644], [-3.777, 2.531, 1.465], [-1.700, 0.697, 0.805], [-0.203, 2.617, -1.773], [0.445, 2.278, 1.197], [0.359, 3.811, 0.308], [2.245, 3.057, -1.144], [2.709, 2.961, 0.574], [4.480, -2.524, 0.664], [2.922, -2.045, -0.021], [4.038, -1.410, -2.043], [5.516, -2.070, -1.348], [6.253, 0.174, -1.299], [4.596, 0.782, -1.450], [5.998, -0.168, 1.079], [4.967, 1.269, 0.879], [1.739, 0.952, -2.301], [1.809, -0.552, -1.359], [-0.108, 0.072, -0.059], [-0.560, 0.157, -1.769], [-5.637, 1.317, 0.331], [-4.570, 2.159, -0.800], [-3.625, 0.169, -1.641], [-5.261, -0.393, -1.269]],
  "nbo_charge": [-0.66, -0.06, -0.53, 0.90, -0.67, -0.46, -0.22, -0.42, -0.03, -0.64, 0.70, -0.64, -0.30, -0.42, -0.23, -0.70, 2.46, -0.94, -0.96, -0.66, -0.24, -0.43, -0.42, -0.23, -0.22, -0.43, -0.44, -0.22, 0.22, 0.24, 0.21, 0.19, 0.19, 0.24, 0.19, 0.22, 0.21, 0.22, 0.40, 0.22, 0.21, 0.23, 0.20, 0.24, 0.20, 0.23, 0.21, 0.21, 0.22, 0.22, 0.20, 0.23, 0.20, 0.21, 0.22, 0.24, 0.20, 0.25, 0.23, 0.20],
  "smiles": "CCOC(=O)N1CCC(NC(=O)C2CCN(S(=O)(=O)N3CCCC3)CC2)CC1",
  "de_lowest_kcal_mol": 0.00,
  "total_energy_ev": -46219.889,
  "orbital_gap_ev": 9.74,
  "lumo_ev": 0.7
}